# 1
This record from the Open Molecules 2025 dataset describes a 2-piece molecular cluster, C14H16O overall in a non-equilibrium geometry. The level of theory is ωB97M-V/def2-TZVPD.

Last column: natural (NBO) charge in e.
Cartesian coordinates (Å):
1 C -2.837142 0.676447 0.909322  -0.6309
2 C -2.424281 -0.108456 -0.293421  -0.0660
3 C -1.279904 0.109664 -1.117584  -0.1777
4 C -0.806860 -0.867026 -1.947877  -0.2645
5 C -1.669418 -2.002147 -2.166765  0.3093
6 O -1.407035 -2.959768 -3.105231  -0.7218
7 C -2.876720 -2.127655 -1.559978  -0.2719
8 C -3.239468 -1.189255 -0.544408  -0.1662
9 H -3.870394 1.035776 0.767297  0.2188
10 H -2.260420 1.600474 1.049944  0.2070
11 H -2.813186 0.177481 1.887390  0.2236
12 H -0.816109 1.047239 -0.932892  0.1954
13 H 0.014663 -0.835746 -2.621631  0.2122
14 H -0.802385 -2.957950 -3.847926  0.5035
15 H -3.616626 -2.799185 -1.951799  0.2231
16 H -4.187212 -1.405930 -0.053764  0.2100
17 C 3.258141 1.148675 -0.917138  -0.6321
18 C 2.538641 1.066159 0.430026  -0.0344
19 C 1.141681 1.281548 0.562699  -0.1901
20 C 0.704806 1.002121 1.866994  -0.2200
21 C 1.558777 0.506127 2.847564  -0.2195
22 C 2.899508 0.163512 2.718054  -0.2008
23 C 3.327767 0.656023 1.469001  -0.1937
24 H 3.577674 0.151514 -1.173291  0.2193
25 H 3.958121 1.954211 -1.100418  0.2259
26 H 2.462312 1.237943 -1.672573  0.2021
27 H 0.529103 1.407572 -0.280342  0.2023
28 H -0.345259 1.137872 2.155635  0.2140
29 H 1.257637 0.636212 3.915141  0.2049
30 H 3.611395 -0.178749 3.432965  0.2233
31 H 4.412192 0.435296 1.275008  0.1950

Atomic forces in eV per Å
C -0.28 1.99 0.17
C -0.19 -0.93 0.18
C -1.09 -0.31 1.60
C -2.18 -1.64 -0.60
C 1.67 1.10 -1.18
O -0.71 -1.46 0.16
C -0.93 1.49 1.26
C 0.57 -1.67 -1.80
H 0.22 -0.20 0.14
H 0.07 -0.16 -0.15
H 0.17 -0.37 -0.51
H 0.28 0.28 -0.44
H 0.84 0.55 -0.12
H 0.41 1.20 0.45
H 0.07 -0.60 0.14
H 0.26 0.49 0.24
C -2.44 -0.24 -0.59
C -0.19 0.93 -1.48
C 2.72 -1.69 2.39
C -0.71 0.21 -0.50
C -0.24 0.33 3.30
C -1.24 2.71 -3.14
C 2.76 -2.57 1.12
H 1.07 -0.18 0.13
H 0.35 -0.14 0.34
H 0.10 0.54 -0.01
H -0.20 0.73 -0.41
H 0.51 0.10 -0.15
H -0.59 -0.84 -0.91
H -0.10 -0.24 0.62
H -0.98 0.60 -0.26

Properties
**Kohn-Sham gap**: 9.050 eV
**Relative energy (zero: lowest compared OMol25 entry of this formula, charge and spin)**: 55.9 kcal/mol
**Strongest force on any atom**: 0.084 hartree/bohr
**Multiplicity**: 1
**LUMO**: 0.747 eV
**Total charge**: 0

# 2
This record from the Open Molecules 2025 dataset describes a 9-piece molecular cluster, C56H71BF8N2O31S overall in a non-equilibrium geometry. The level of theory is ωB97M-V/def2-TZVPD.

Last column: Löwdin charge in e.
Cartesian coordinates (Å):
1 C -3.709537 -1.890330 -1.149070  0.0365
2 C -3.442276 -0.400761 -1.227097  -0.4673
3 O -3.237809 0.230394 -0.207146  0.1169
4 O -3.500054 0.173811 -2.461222  0.0067
5 C -2.288397 0.884383 -2.806981  -0.0821
6 C -0.992120 0.288714 -2.279225  -0.0874
7 C -0.180623 1.075529 -1.477696  -0.1034
8 C -0.548174 2.498978 -1.095424  0.0000
9 B -1.758385 2.586380 -0.046106  -0.6390
10 O -1.669151 2.212271 1.256832  0.1709
11 O -3.011837 3.054885 -0.504175  0.0936
12 C 1.024163 0.556557 -1.002739  -0.1250
13 C 1.981175 1.338560 -0.128186  -0.1376
14 O 1.465860 1.421033 1.221039  -0.0797
15 N 1.855053 2.694440 1.730809  0.0032
16 O 0.915072 3.243347 2.151495  0.0560
17 C 1.413383 -0.714049 -1.334326  -0.0427
18 C 0.593975 -1.445365 -2.152028  -0.4159
19 C -0.606962 -1.007087 -2.633868  -0.2036
20 N -1.471526 -1.746599 -3.518713  0.0994
21 C -1.429300 -3.177032 -3.365242  -0.2605
22 C -2.584870 -3.879645 -3.630065  0.0006
23 C -2.662233 -5.247270 -3.528112  -0.2260
24 C -4.004119 -5.931467 -3.810823  -0.0841
25 C -5.165359 -5.244221 -3.047449  -0.1963
26 O -5.978760 -4.488316 -3.932120  -0.0934
27 C -7.289277 -4.291013 -3.483024  -0.1082
28 C -7.508055 -2.863999 -2.932934  -0.4119
29 F -7.196941 -1.994331 -3.920124  0.1413
30 F -6.725588 -2.729397 -1.845453  0.1386
31 C -9.017983 -2.671607 -2.616339  -0.3494
32 F -9.533160 -3.737996 -1.966270  0.1553
33 F -9.651592 -2.633885 -3.814032  0.1389
34 C -9.381350 -1.391443 -1.832755  -0.3740
35 F -8.688799 -1.294744 -0.677252  0.1496
36 F -9.080027 -0.288983 -2.550934  0.1523
37 C -10.875432 -1.266863 -1.433858  -0.2891
38 F -11.212084 -2.110611 -0.442578  0.1097
39 F -11.706938 -1.361645 -2.495288  0.0825
40 C -1.541961 -5.966584 -3.175667  -0.0389
41 C -0.391164 -5.274825 -2.911184  -0.1065
42 C -0.326444 -3.910483 -2.990202  -0.4643
43 S 1.189644 -3.069816 -2.622805  1.0554
44 H -4.154052 -2.188007 -2.096390  0.0591
45 H -2.799277 -2.445633 -0.922561  0.1028
46 H -4.426015 -2.047253 -0.340350  0.0940
47 H -2.215097 0.859320 -3.901635  0.1372
48 H -2.416388 1.934214 -2.554321  0.1043
49 H 0.289634 3.085108 -0.705870  0.0999
50 H -0.863806 3.015144 -2.009342  0.1116
51 H -2.576762 2.015743 1.528050  0.1120
52 H -3.537355 2.288851 -0.773698  0.0735
53 H 2.918420 0.764312 -0.072203  0.1036
54 H 2.246420 2.310064 -0.557586  0.1228
55 H 2.361090 -1.101479 -0.982637  0.1153
56 H -1.176584 -1.554002 -4.475734  0.1515
57 H -3.475347 -3.324314 -3.912466  0.1288
58 H -4.171778 -5.912117 -4.889768  0.1282
59 H -3.914866 -6.943216 -3.406791  0.1105
60 H -4.729958 -4.609058 -2.264824  0.1159
61 H -5.713020 -6.037044 -2.520359  0.1239
62 H -7.560551 -4.966889 -2.660436  0.1368
63 H -7.999421 -4.509566 -4.287362  0.1483
64 H -10.988258 -0.252577 -1.026396  0.1761
65 H -1.560784 -7.048516 -3.108134  0.1175
66 H 0.501177 -5.834358 -2.641944  0.1119
67 C 0.064408 5.678249 4.495564  -0.0163
68 C 1.174757 5.350529 5.456526  -0.3253
69 C 1.150254 3.937151 5.974937  -0.1011
70 O 1.824744 4.071959 7.233667  0.0519
71 C 1.605115 5.342641 7.668007  -0.5589
72 O 1.855619 5.733196 8.760324  0.1660
73 O 1.057744 6.099647 6.681663  0.0859
74 H -0.911832 5.449712 4.927769  0.0951
75 H 0.064646 6.742613 4.258868  0.0791
76 H 0.179965 5.113227 3.571422  0.0714
77 H 2.141797 5.594140 5.008610  0.1547
78 H 1.672996 3.237539 5.325709  0.1310
79 H 0.139214 3.566807 6.165572  0.1427
80 C 2.378377 10.091223 0.969041  -0.0222
81 C 1.848867 8.773828 1.477775  -0.3330
82 C 2.517655 8.275499 2.734565  -0.0928
83 O 2.324282 6.859923 2.628441  0.0391
84 C 2.251398 6.567487 1.303857  -0.5462
85 O 2.287222 5.466210 0.866561  0.1591
86 O 2.134612 7.701599 0.563603  0.0892
87 H 3.460267 10.050185 0.833163  0.0907
88 H 1.944528 10.328176 -0.002379  0.0879
89 H 2.141444 10.896389 1.664590  0.0921
90 H 0.762809 8.826229 1.599297  0.1605
91 H 2.060493 8.665630 3.642061  0.1407
92 H 3.591824 8.474706 2.759046  0.1418
93 C 3.078717 0.463697 7.007224  -0.0059
94 C 1.673731 0.123690 6.579292  -0.3315
95 C 0.772426 -0.305570 7.705487  -0.0921
96 O -0.183559 -1.125943 7.021028  0.0604
97 C 0.450246 -1.650589 5.936130  -0.5573
98 O 0.016503 -2.525218 5.261380  0.1644
99 O 1.649185 -1.040340 5.736467  0.0867
100 H 3.526744 -0.360621 7.560975  0.0699
101 H 3.712474 0.639637 6.137706  0.0977
102 H 3.089645 1.355593 7.634911  0.0928
103 H 1.241367 0.954113 6.013059  0.1411
104 H 0.286162 0.530134 8.204292  0.1392
105 H 1.283463 -0.921058 8.450202  0.1403
106 C -12.587126 -2.449489 -4.991590  -0.0331
107 C -13.918374 -2.861055 -5.567889  -0.3295
108 C -14.951900 -3.241010 -4.539050  -0.0983
109 O -15.793409 -4.132468 -5.279585  0.0614
110 C -15.016178 -4.710261 -6.235104  -0.5576
111 O -15.342183 -5.637748 -6.898459  0.1688
112 O -13.813855 -4.079976 -6.322173  0.0853
113 H -12.194383 -3.217939 -4.325921  0.0824
114 H -11.853070 -2.313191 -5.786492  0.0934
115 H -12.679776 -1.520097 -4.439165  0.0767
116 H -14.293714 -2.084283 -6.241053  0.1601
117 H -15.517605 -2.388992 -4.168174  0.1391
118 H -14.529813 -3.789222 -3.692864  0.1406
119 C 4.086439 1.973120 -5.512171  -0.0216
120 C 3.870952 2.016313 -4.020262  -0.3155
121 C 4.909755 2.793201 -3.241626  -0.0808
122 O 4.830886 2.158579 -1.951680  0.0706
123 C 4.433732 0.884521 -2.161478  -0.5683
124 O 4.448734 0.030113 -1.332920  0.1374
125 O 4.006238 0.709354 -3.435440  0.0933
126 H 5.081193 1.604649 -5.752656  0.0837
127 H 3.371246 1.293869 -5.978723  0.0891
128 H 3.964941 2.964879 -5.948733  0.0873
129 H 2.860065 2.377336 -3.801238  0.1566
130 H 4.680882 3.855081 -3.169860  0.1439
131 H 5.917540 2.672674 -3.617541  0.1086
132 C 6.629045 5.245272 -9.490410  -0.0207
133 C 6.372663 5.256987 -8.004286  -0.3324
134 C 7.395570 6.015815 -7.198735  -0.0921
135 O 7.302979 5.369827 -5.922057  0.0733
136 C 6.902062 4.095781 -6.152816  -0.5405
137 O 6.908298 3.228567 -5.338400  0.1437
138 O 6.493442 3.940472 -7.436736  0.0863
139 H 7.633127 4.879311 -9.710021  0.0919
140 H 5.930189 4.577551 -9.993956  0.0894
141 H 6.520164 6.246220 -9.907912  0.0926
142 H 5.359431 5.615789 -7.800360  0.1599
143 H 7.172017 7.076933 -7.116433  0.1411
144 H 8.413939 5.890280 -7.573984  0.1418
145 C 5.264292 -5.776872 7.536143  -0.0113
146 C 4.843039 -4.353890 7.274360  -0.3237
147 C 5.310709 -3.799689 5.954140  -0.0812
148 O 5.356957 -2.391844 6.226813  0.0616
149 C 5.597579 -2.251915 7.554026  -0.5724
150 O 5.884918 -1.224499 8.078935  0.1531
151 O 5.465809 -3.440825 8.198368  0.0834
152 H 6.344091 -5.886116 7.437070  0.0709
153 H 5.006393 -6.073283 8.553371  0.0893
154 H 4.778541 -6.459521 6.839371  0.0986
155 H 3.759519 -4.253259 7.385953  0.1596
156 H 4.629638 -4.017113 5.134707  0.1465
157 H 6.315967 -4.131571 5.684214  0.1227
158 C 11.518489 -4.432976 5.636126  -0.0209
159 C 10.098696 -4.737521 5.228965  -0.3325
160 C 9.200008 -5.153972 6.365120  -0.1002
161 O 8.214308 -5.945617 5.687639  0.0275
162 C 8.821356 -6.477810 4.588390  -0.5517
163 O 8.355514 -7.333153 3.913253  0.1757
164 O 10.030464 -5.894909 4.379226  0.0890
165 H 11.956453 -5.271395 6.180106  0.0907
166 H 12.140300 -4.264596 4.757069  0.0888
167 H 11.556269 -3.545326 6.267706  0.0927
168 H 9.676512 -3.893099 4.676082  0.1614
169 H 8.739584 -4.308930 6.874849  0.1369
170 H 9.702687 -5.786716 7.100631  0.1424

Atomic forces in eV per Å
C -0.76 0.73 -0.51
C -0.16 -0.18 1.35
O 0.01 -0.05 -1.10
O 0.60 -0.74 0.45
C 0.34 0.23 -0.94
C -0.91 0.51 0.14
C 0.51 0.76 0.72
C -0.46 0.34 -0.04
B -0.63 0.00 -0.37
O 0.13 -0.18 -0.33
O 0.36 -0.20 -0.09
C 0.52 0.64 0.56
C 0.99 -1.22 0.07
O -0.29 0.65 -0.59
N -0.73 0.11 -0.12
O 0.55 -0.07 0.55
C 0.04 0.16 0.15
C 0.39 -2.44 -0.60
C -0.72 0.93 -0.17
N 1.06 -0.42 -0.01
C -0.70 0.12 -0.12
C -0.61 0.60 -0.18
C -1.16 -0.66 -0.45
C 0.61 0.71 0.83
C 0.88 -0.52 0.14
O -0.24 -0.14 0.18
C -0.50 -0.20 0.46
C -0.39 -1.96 -1.19
F 0.38 0.54 0.68
F -0.01 0.74 -0.02
C 0.13 0.39 -0.23
F 0.36 0.07 0.35
F 0.04 0.24 0.05
C -0.59 0.14 0.34
F 0.03 -0.41 -0.08
F -0.04 -0.27 -0.33
C 0.19 1.54 0.59
F -0.09 -0.50 -0.49
F 0.21 -0.54 0.35
C -0.25 -0.21 -0.12
C 1.15 -0.99 0.36
C 0.86 1.29 0.32
S 0.08 0.08 -0.08
H 0.18 -0.34 0.11
H 0.05 0.15 -0.16
H 0.13 -0.05 -0.02
H -0.43 -0.18 0.14
H 0.15 -0.16 0.22
H 0.12 -0.37 -0.05
H 0.03 0.12 0.24
H 0.13 0.18 0.30
H -0.13 0.15 0.19
H -0.41 0.32 -0.03
H -0.33 0.11 0.32
H -0.10 -0.10 -0.06
H -0.23 0.20 0.02
H 0.09 0.04 -0.03
H -0.29 -0.30 0.13
H -0.14 -0.09 -0.52
H -0.19 0.08 -0.12
H -0.42 0.26 -0.29
H 0.24 -0.02 -0.12
H 0.18 0.33 -0.08
H 0.10 -0.08 -0.13
H -0.04 0.06 0.02
H -0.04 0.15 0.08
C -0.32 0.28 0.10
C -0.41 0.07 -0.49
C 0.22 -0.25 -0.07
O -0.12 0.12 0.01
C -0.02 0.12 0.08
O 0.02 -0.02 0.02
O 0.24 -0.27 0.16
H 0.06 -0.09 0.06
H 0.09 -0.03 -0.06
H 0.08 0.01 0.03
H 0.03 -0.10 0.04
H 0.14 0.01 0.14
H -0.05 0.12 -0.10
C 0.14 -0.08 -0.36
C 0.21 0.59 -0.10
C -0.15 0.00 0.29
O 0.09 0.17 -0.12
C 0.02 -0.19 -0.11
O 0.01 0.07 -0.18
O -0.06 -0.21 0.31
H 0.00 -0.04 0.09
H -0.09 0.04 0.07
H -0.04 -0.04 0.02
H 0.01 -0.08 0.08
H -0.05 -0.22 0.05
H -0.03 0.10 -0.11
C 0.19 -0.21 -0.22
C 0.72 0.28 0.27
C -0.29 0.15 0.08
O 0.17 -0.07 -0.12
C 0.03 -0.04 -0.10
O -0.01 -0.04 0.03
O -0.45 -0.07 0.13
H -0.05 0.04 0.07
H -0.03 0.08 0.01
H -0.07 0.01 -0.03
H -0.15 -0.07 0.02
H -0.18 -0.09 -0.07
H 0.14 0.06 -0.06
C 0.16 -0.35 -0.37
C 0.55 0.23 0.28
C -0.27 0.14 0.06
O 0.19 -0.04 -0.06
C 0.03 -0.11 -0.10
O -0.02 0.00 0.01
O -0.38 -0.01 0.05
H -0.11 0.01 0.05
H -0.05 0.09 -0.01
H -0.10 0.04 -0.09
H -0.11 -0.04 0.02
H -0.17 -0.10 -0.09
H 0.14 0.06 -0.04
C -0.01 -0.50 -0.10
C 0.16 0.23 -0.55
C -0.24 0.14 0.20
O -0.12 -0.13 -0.04
C 0.11 -0.04 -0.11
O 0.27 -0.16 -0.08
O -0.02 0.12 0.30
H 0.05 0.10 0.06
H -0.11 0.12 0.04
H -0.01 0.01 0.05
H 0.03 -0.01 0.14
H -0.05 -0.05 0.25
H -0.03 -0.11 -0.09
C 0.05 -0.40 -0.09
C 0.12 0.13 -0.65
C -0.04 0.28 0.13
O -0.04 -0.17 -0.10
C 0.08 -0.09 -0.02
O 0.25 0.17 -0.24
O 0.00 0.14 0.34
H 0.03 0.06 0.07
H -0.07 0.10 0.01
H -0.03 0.01 0.05
H 0.04 0.02 0.10
H -0.02 -0.04 0.23
H -0.06 -0.05 -0.12
C 0.23 0.00 0.42
C 0.08 -0.65 -0.01
C -0.20 0.06 -0.27
O 0.09 -0.04 0.20
C 0.04 0.04 0.01
O 0.02 -0.01 0.04
O -0.06 0.28 -0.24
H -0.02 0.01 -0.13
H -0.14 0.00 -0.05
H -0.01 0.05 -0.03
H 0.01 0.10 -0.06
H -0.03 0.24 -0.01
H -0.03 -0.13 0.09
C 0.22 -0.26 -0.19
C 0.55 0.20 0.23
C -0.25 0.18 0.13
O 0.21 0.01 -0.08
C 0.05 -0.13 -0.17
O -0.05 0.00 0.03
O -0.37 0.01 0.13
H -0.09 0.00 0.05
H -0.05 0.11 0.00
H -0.06 0.01 -0.03
H -0.10 -0.04 0.03
H -0.19 -0.09 -0.06
H 0.13 0.05 -0.06

Properties
**Kohn-Sham gap**: 7.925 eV
**Strongest force on any atom**: 0.049 hartree/bohr
**Multiplicity**: 1
**LUMO**: 0.279 eV
**Total charge**: 0